Here is the ion C4H12NS with charge +2 at a distorted geometry from OMol25. Energies are from ωB97M-V/def2-TZVPD.

```
18
Properties=species:S:1:pos:R:3:lowdin_charge:R:1
C 0.582 0.199 -2.102 -0.02
C 0.440 -0.273 -0.677 -0.34
C -0.968 0.029 -0.090 -0.16
C -1.235 -0.039 1.444 -0.44
S -0.496 -1.275 2.525 1.19
N 1.576 0.313 0.163 0.25
H 0.665 1.283 -2.173 0.11
H 1.458 -0.189 -2.625 0.11
H -0.282 -0.121 -2.684 0.11
H 0.504 -1.361 -0.592 0.16
H -1.686 -0.391 -0.792 0.15
H -1.138 1.104 -0.251 0.14
H -0.987 0.938 1.891 0.13
H -2.320 -0.107 1.546 0.11
H -1.598 -1.416 3.304 0.00
H 1.564 1.337 0.218 0.19
H 1.429 -0.059 1.100 0.12
H 2.489 0.030 -0.203 0.19
```

Computed properties:
- energy above the lowest of the compared OMol25 structures with the same formula, charge and spin (kcal/mol) = 14.6
- HOMO-LUMO gap (alpha / beta) (eV) = 12.1 / 7.3
- HOMO level (alpha / beta) (eV) = -20.475 / -20.468
- multiplicity = 2
- net charge = +2
- DFT total energy (Ha) = -611.803999

***

Here is a structure of composition C37H94N7O16V at a distorted geometry from OMol25. Energies are from ωB97M-V/def2-TZVPD.

```
155
Properties=species:S:1:pos:R:3:lowdin_charge:R:1
O -2.162 3.524 -2.310 -0.31
V -1.048 3.751 -1.211 0.89
O 0.130 4.662 -1.830 -0.33
O -0.414 -0.220 -0.792 0.05
C -0.550 1.114 -0.828 -0.74
O -1.450 1.651 -0.131 -0.04
O 0.114 1.823 -1.617 -0.02
H -0.959 -0.435 -0.006 0.03
C 4.741 -4.760 -0.170 -0.11
O 3.542 -4.086 -0.394 -0.19
C 3.336 -3.793 -1.754 -0.23
C 1.958 -3.160 -1.864 -0.23
N 1.688 -2.760 -3.220 -0.03
C 0.538 -1.858 -3.298 -0.20
C -0.103 -1.796 -4.660 -0.20
O -1.024 -0.720 -4.734 -0.19
C -0.373 0.477 -5.037 -0.12
H 5.554 -4.353 -0.774 0.08
H 4.608 -5.832 -0.407 0.10
H 4.965 -4.773 0.896 0.07
H 3.419 -4.734 -2.315 0.13
H 4.066 -3.078 -2.175 0.13
H 1.952 -2.332 -1.133 0.10
H 1.225 -3.897 -1.522 0.12
H 2.503 -2.303 -3.613 0.11
H 0.900 -0.877 -2.960 0.11
H -0.210 -2.171 -2.569 0.06
H -0.700 -2.680 -4.893 0.13
H 0.649 -1.730 -5.461 0.12
H 0.228 0.414 -5.957 0.09
H 0.347 0.767 -4.255 0.07
H -1.071 1.305 -5.137 0.09
C 3.047 -0.051 0.414 -0.08
O 2.589 0.120 1.741 -0.18
C 1.553 -0.734 2.130 -0.25
C 1.668 -0.961 3.616 -0.20
N 2.503 -2.097 4.033 -0.02
C 3.923 -1.879 3.738 -0.21
C 4.738 -3.052 4.194 -0.26
O 4.438 -4.162 3.402 -0.19
C 5.168 -5.295 3.777 -0.12
H 3.935 0.565 0.283 0.08
H 2.266 0.366 -0.240 0.07
H 3.261 -1.088 0.139 0.08
H 1.583 -1.705 1.618 0.12
H 0.569 -0.269 1.955 0.12
H 0.656 -1.152 3.999 0.07
H 1.952 -0.029 4.110 0.13
H 2.217 -2.852 3.410 0.11
H 4.278 -0.956 4.198 0.13
H 4.164 -1.783 2.664 0.12
H 4.608 -3.234 5.273 0.13
H 5.813 -2.804 4.105 0.11
H 4.925 -5.653 4.786 0.09
H 6.253 -5.129 3.702 0.09
H 4.924 -6.106 3.086 0.09
C 7.330 -1.757 1.764 -0.12
O 7.132 -0.778 0.778 -0.19
C 7.371 -1.269 -0.531 -0.23
C 6.727 -0.333 -1.502 -0.22
N 7.269 1.009 -1.359 -0.04
C 6.719 2.002 -2.253 -0.21
C 5.212 2.118 -2.277 -0.22
O 4.634 1.028 -2.963 -0.19
C 3.308 1.199 -3.253 -0.14
H 7.272 -1.257 2.727 0.09
H 8.342 -2.180 1.659 0.09
H 6.622 -2.592 1.694 0.08
H 6.979 -2.294 -0.625 0.11
H 8.454 -1.394 -0.712 0.13
H 5.651 -0.401 -1.288 0.10
H 6.910 -0.689 -2.519 0.13
H 7.144 1.281 -0.390 0.11
H 7.114 1.907 -3.268 0.12
H 7.064 2.990 -1.927 0.12
H 4.935 3.100 -2.691 0.13
H 4.847 2.097 -1.234 0.12
H 2.973 0.356 -3.871 0.08
H 3.101 2.035 -3.935 0.10
H 2.642 1.227 -2.385 0.07
C -8.742 1.887 -2.898 -0.14
O -7.429 1.484 -3.123 -0.18
C -6.507 2.531 -2.875 -0.23
C -5.135 2.054 -3.245 -0.22
N -4.648 1.012 -2.362 -0.04
C -3.533 0.277 -2.944 -0.18
C -3.415 -1.115 -2.312 -0.19
O -4.677 -1.648 -2.009 -0.17
C -4.631 -2.629 -1.039 -0.11
H -9.049 2.697 -3.578 0.09
H -8.907 2.251 -1.874 0.09
H -9.401 1.041 -3.086 0.09
H -6.571 2.817 -1.813 0.12
H -6.750 3.407 -3.493 0.13
H -4.458 2.910 -3.278 0.11
H -5.228 1.652 -4.271 0.13
H -5.367 0.297 -2.259 0.10
H -2.549 0.753 -2.867 0.10
H -3.632 0.140 -4.037 0.12
H -2.714 -1.117 -1.468 0.10
H -2.942 -1.761 -3.067 0.13
H -5.647 -2.962 -0.825 0.09
H -4.119 -2.299 -0.130 0.06
H -4.141 -3.550 -1.403 0.09
C -3.293 1.965 2.655 -0.04
C -4.385 1.559 1.674 -0.40
C -5.734 1.530 2.329 -0.20
O -5.708 0.397 3.164 -0.21
C -6.986 -0.065 3.487 -0.11
N -4.331 2.463 0.495 0.06
H -3.224 1.205 3.435 0.06
H -3.519 2.912 3.157 0.08
H -2.327 2.084 2.158 0.06
H -4.207 0.545 1.288 0.12
H -6.493 1.424 1.539 0.13
H -5.985 2.458 2.865 0.14
H -7.499 0.707 4.077 0.09
H -6.896 -0.951 4.114 0.09
H -7.598 -0.346 2.625 0.09
H -3.360 2.317 0.230 0.02
H -4.855 2.078 -0.293 0.05
C -2.545 6.049 2.359 -0.04
C -1.663 5.565 1.213 -0.36
C -0.552 4.708 1.792 -0.19
O 0.132 4.061 0.738 -0.27
C 1.299 3.408 1.174 -0.06
N -2.429 4.799 0.169 0.05
H -3.488 6.476 2.018 0.09
H -1.985 6.792 2.932 0.09
H -2.786 5.241 3.052 0.07
H -1.156 6.368 0.675 0.15
H -0.932 3.948 2.492 0.13
H 0.104 5.377 2.362 0.14
H 1.178 2.842 2.102 0.10
H 2.083 4.147 1.415 0.11
H 1.771 2.818 0.394 0.09
H -3.080 5.488 -0.206 0.12
H -3.048 4.138 0.669 0.07
C -1.835 -1.178 4.061 -0.04
C -2.107 -1.100 2.553 -0.40
C -1.269 -2.065 1.750 -0.16
O -1.418 -1.694 0.379 -0.23
C -0.745 -2.576 -0.500 -0.08
N -3.545 -1.496 2.391 0.07
H -2.386 -0.399 4.588 0.07
H -0.764 -1.076 4.265 0.04
H -2.167 -2.139 4.456 0.09
H -1.893 -0.069 2.240 0.11
H -1.537 -3.111 1.918 0.15
H -0.202 -1.910 2.000 0.08
H -0.658 -2.090 -1.470 0.03
H -1.312 -3.503 -0.628 0.12
H 0.265 -2.765 -0.114 0.09
H -3.826 -1.248 1.441 0.04
H -4.096 -0.824 2.940 0.04
```

Computed properties:
- energy above the lowest of the compared OMol25 structures with the same formula, charge and spin (kcal/mol) = 0.0
- HOMO-LUMO gap (eV) = 8.7
- HOMO level (eV) = -8.395
- net charge = 0
- DFT total energy (Ha) = -3997.084241

***

Here is a cluster of 2 separate species, C3H2F2O in total from OMol25. Energies are from ωB97M-V/def2-TZVPD.

```
8
Properties=species:S:1:pos:R:3:lowdin_charge:R:1
C 0.124 0.220 -0.546 0.16
C 0.583 -0.064 0.625 -0.27
C -2.968 -0.008 0.263 -0.23
O -3.596 0.933 0.576 0.14
F 1.823 -0.587 0.843 -0.02
F -3.431 -1.212 -0.032 0.09
H 0.312 0.196 -1.588 0.03
H 0.068 0.085 1.567 0.10
```

Computed properties:
- energy above the lowest of the compared OMol25 structures with the same formula, charge and spin (kcal/mol) = 104.1
- HOMO-LUMO gap (alpha / beta) (eV) = 8.6 / 9.2
- HOMO level (alpha / beta) (eV) = -10.147 / -10.186
- net charge = 0
- DFT total energy (Ha) = -390.294822

***

Here is a cluster of 2 separate species, CH5N5 in total at a distorted geometry from OMol25. Energies are from ωB97M-V/def2-TZVPD.

```
11
Properties=species:S:1:pos:R:3:lowdin_charge:R:1
C 0.631 -1.344 0.364 -0.16
N 2.194 0.028 -0.124 -0.05
N 1.972 1.107 -0.089 0.05
N -0.362 -0.628 -0.066 -0.17
N -0.705 0.443 0.566 -0.17
N -1.681 1.160 -0.054 -0.06
H 0.959 -2.209 -0.158 0.06
H 0.953 -0.974 1.407 0.11
H -0.901 -0.793 -1.058 0.22
H -1.558 1.120 -1.127 0.09
H -1.502 2.090 0.339 0.08
```

Computed properties:
- energy above the lowest of the compared OMol25 structures with the same formula, charge and spin (kcal/mol) = 39.6
- HOMO-LUMO gap (alpha / beta) (eV) = 7.5 / 7.5
- HOMO level (alpha / beta) (eV) = -6.660 / -6.658
- net charge = 0
- DFT total energy (Ha) = -314.751104

***

Here is the molecule C5H7NO at a distorted geometry from OMol25. Energies are from ωB97M-V/def2-TZVPD.

```
14
Properties=species:S:1:pos:R:3:lowdin_charge:R:1
C 1.479 -0.602 0.545 -0.02
C 0.161 -0.127 0.042 -0.39
C -0.881 -1.112 -0.292 -0.08
N -2.117 -0.733 -0.114 0.08
O -2.158 0.506 0.515 -0.05
C -0.814 0.956 0.494 -0.19
C -0.033 1.099 -0.761 -0.02
H 2.238 0.075 0.698 0.05
H 1.892 -1.187 -0.241 0.07
H 1.330 -1.342 1.444 0.13
H -0.709 -1.829 -1.031 0.11
H -0.647 1.563 1.259 0.11
H -0.509 1.035 -1.695 0.11
H 0.767 1.697 -0.862 0.08
```

Computed properties:
- energy above the lowest of the compared OMol25 structures with the same formula, charge and spin (kcal/mol) = 89.3
- HOMO-LUMO gap (eV) = 10.2
- HOMO level (eV) = -9.336
- SMILES string = C[C@@]12C=NO[C@@H]1C2
- net charge = 0
- DFT total energy (Ha) = -324.582145

***

Here is a cluster of 4 separate species, C4H9NO3 in total at a distorted geometry from OMol25. Energies are from ωB97M-V/def2-TZVPD.

```
17
Properties=species:S:1:pos:R:3:lowdin_charge:R:1
C -0.631 -0.207 -0.417 -0.34
C -0.445 0.788 -1.519 0.01
C -1.065 0.288 0.927 -0.48
C -2.231 -0.006 1.510 0.06
O -0.050 1.015 1.358 -0.10
O -0.271 -1.396 -0.553 0.01
H 0.972 -1.500 -1.185 0.14
H -0.494 1.812 -1.159 0.10
H 0.507 0.633 -2.030 0.08
H -1.241 0.620 -2.251 0.10
H -2.933 -0.669 1.026 0.05
H -2.487 0.418 2.470 0.06
N 2.172 -0.087 0.808 0.06
O 2.521 -0.215 -0.391 -0.09
H 1.868 -1.247 -1.173 0.11
H 2.640 -0.726 1.461 0.14
H 1.169 0.481 1.119 0.08
```

Computed properties:
- energy above the lowest of the compared OMol25 structures with the same formula, charge and spin (kcal/mol) = 188.1
- HOMO-LUMO gap (alpha / beta) (eV) = 6.3 / 6.3
- HOMO level (alpha / beta) (eV) = -8.188 / -8.188
- net charge = 0
- DFT total energy (Ha) = -438.029327

***

Here is the molecule C3H6N2O from OMol25. Energies are from ωB97M-V/def2-TZVPD.

```
12
Properties=species:S:1:pos:R:3:lowdin_charge:R:1
O 1.595 -0.237 1.295 -0.02
N 2.019 0.168 -0.197 0.08
C 0.692 0.036 -0.064 -0.42
C -0.472 1.013 -0.323 -0.13
N -1.423 -0.089 -0.076 -0.05
C -0.350 -1.111 -0.138 -0.13
H 1.681 0.630 1.726 0.12
H -0.422 1.398 -1.360 0.12
H -0.558 1.873 0.353 0.11
H -2.138 -0.192 -0.790 0.10
H -0.262 -1.639 -1.100 0.12
H -0.363 -1.849 0.675 0.11
```

Computed properties:
- energy above the lowest of the compared OMol25 structures with the same formula, charge and spin (kcal/mol) = 148.5
- HOMO-LUMO gap (eV) = 8.9
- HOMO level (eV) = -8.175
- net charge = 0
- DFT total energy (Ha) = -302.456461

***

Here is a cluster of 2 separate species, C5H15N2 in total at a distorted geometry from OMol25. Energies are from ωB97M-V/def2-TZVPD.

```
22
Properties=species:S:1:pos:R:3:lowdin_charge:R:1
C -1.023 0.037 -2.037 -0.09
C -2.425 1.300 -0.645 0.01
N -1.318 0.624 -0.671 -0.13
H -1.086 -1.072 -1.944 0.09
H 0.011 0.363 -2.306 0.08
H -1.712 0.434 -2.817 0.09
H -3.281 0.956 -1.252 0.10
H -2.591 2.118 0.119 0.10
H 0.128 0.571 0.229 0.04
C -0.256 -1.576 1.661 -0.06
C 0.948 -1.171 0.790 -0.20
N 0.970 0.324 0.730 -0.04
C 2.157 1.014 0.095 0.02
H -0.398 -2.687 1.607 0.11
H -1.195 -1.118 1.261 0.08
H -0.019 -1.213 2.662 0.08
H 0.896 -1.520 -0.265 0.13
H 1.932 -1.483 1.237 0.14
H 0.991 0.560 1.746 0.18
H 2.095 2.079 0.223 0.10
H 3.080 0.646 0.538 0.10
H 2.097 0.814 -0.961 0.09
```

Computed properties:
- energy above the lowest of the compared OMol25 structures with the same formula, charge and spin (kcal/mol) = 40.3
- HOMO-LUMO gap (eV) = 11.0
- HOMO level (eV) = -13.965
- net charge = +1
- DFT total energy (Ha) = -308.728485

***

Here is a structure of composition C5H5CsN at a distorted geometry from OMol25. Energies are from ωB97M-V/def2-TZVPD.

```
12
Properties=species:S:1:pos:R:3:lowdin_charge:R:1
Cs 4.423 -4.722 -3.426 0.99
N 0.414 -0.729 -0.361 0.03
C 1.071 0.231 0.313 -0.15
C 0.378 1.279 0.862 -0.09
C -0.993 1.342 0.844 -0.05
C -1.664 0.309 0.150 -0.07
C -0.925 -0.702 -0.393 -0.17
H 2.139 0.080 0.270 0.10
H 0.937 2.087 1.311 0.10
H -1.647 2.088 1.269 0.11
H -2.739 0.203 0.155 0.10
H -1.395 -1.466 -0.995 0.10
```

Computed properties:
- energy above the lowest of the compared OMol25 structures with the same formula, charge and spin (kcal/mol) = 11.6
- HOMO-LUMO gap (eV) = 7.7
- HOMO level (eV) = -11.721
- net charge = +1
- DFT total energy (Ha) = -268.202372

***

Here is a structure of composition C4H10OSSi at a distorted geometry from OMol25. Energies are from ωB97M-V/def2-TZVPD.

```
17
Properties=species:S:1:pos:R:3:lowdin_charge:R:1
C 1.607 0.805 -0.130 -0.90
C 0.818 1.717 0.826 -0.19
C 0.147 -1.630 1.007 -0.18
C -1.574 -0.022 -1.562 -0.08
O 1.060 -1.493 -1.905 -0.19
Si 0.458 -0.669 -0.603 0.56
S 3.120 1.150 -0.603 0.68
H 1.548 2.565 1.040 0.08
H -0.035 2.048 0.167 0.08
H 0.601 1.056 1.682 0.06
H 0.512 -1.259 2.028 0.06
H -0.857 -1.797 1.270 0.00
H 0.637 -2.600 0.767 0.04
H -1.814 0.729 -0.812 -0.03
H -1.190 0.379 -2.474 -0.02
H -2.446 -0.582 -1.569 -0.03
H 1.984 -1.793 -1.855 0.06
```

Computed properties:
- energy above the lowest of the compared OMol25 structures with the same formula, charge and spin (kcal/mol) = 32.8
- HOMO-LUMO gap (eV) = 8.0
- HOMO level (eV) = -8.502
- net charge = 0
- DFT total energy (Ha) = -921.300071

***

Here is a cluster of 3 separate species, C2H10N3O in total at a distorted geometry from OMol25. Energies are from ωB97M-V/def2-TZVPD.

```
16
Properties=species:S:1:pos:R:3:lowdin_charge:R:1
C 1.437 -0.502 -3.082 -0.08
C -0.001 0.235 0.315 0.10
N -1.041 0.322 1.009 0.08
N -0.100 0.773 -1.876 0.04
N -0.942 -0.307 3.428 0.06
O 1.079 0.752 -2.547 -0.17
H 2.315 -0.958 -2.706 0.08
H 1.499 -0.412 -4.188 0.11
H 0.625 -1.231 -3.012 0.09
H 0.964 -0.138 0.721 0.11
H -1.177 0.319 2.193 0.07
H -1.828 0.536 0.443 0.11
H -0.208 1.743 -1.567 0.07
H -1.320 0.510 3.963 0.11
H -1.418 -1.200 3.552 0.09
H 0.117 -0.444 3.353 0.12
```

Computed properties:
- energy above the lowest of the compared OMol25 structures with the same formula, charge and spin (kcal/mol) = 34.4
- HOMO-LUMO gap (alpha / beta) (eV) = 7.8 / 8.4
- HOMO level (alpha / beta) (eV) = -11.669 / -14.224
- multiplicity = 3
- net charge = +1
- DFT total energy (Ha) = -321.203553

***

Here is a structure of composition C19H16BClF2INO2Tc at a distorted geometry from OMol25. Energies are from ωB97M-V/def2-TZVPD.

```
44
Properties=species:S:1:pos:R:3:lowdin_charge:R:1
Tc -1.976 -1.167 0.160 1.52
Cl 0.589 -7.491 -0.391 0.85
C -0.426 -6.157 -0.145 -0.56
C -1.744 -6.360 0.213 -0.13
C -2.623 -5.292 0.427 -0.63
I -4.567 -5.601 0.966 1.14
C -2.128 -3.978 0.267 -0.40
O -2.820 -2.901 0.436 -0.18
C -0.767 -3.772 -0.104 -0.15
N -0.419 -2.467 -0.232 -0.02
C 0.834 -2.185 -0.584 -0.05
C 1.775 -3.183 -0.819 0.01
C 1.426 -4.511 -0.689 0.05
C 0.113 -4.829 -0.321 -0.14
H -2.100 -7.374 0.331 0.11
H 1.093 -1.138 -0.677 0.12
H 2.779 -2.899 -1.101 0.13
H 2.150 -5.295 -0.867 0.12
F -2.510 -0.640 3.027 0.22
B -1.590 -1.144 2.232 -0.64
F -0.480 -1.632 2.756 0.22
C 2.864 5.596 0.333 -0.01
C 1.813 4.578 0.053 -0.18
C 0.841 4.814 -0.923 0.03
C -0.165 3.911 -1.175 -0.16
C -1.187 4.253 -2.225 -0.02
C -0.197 2.685 -0.421 -0.09
C -1.266 1.835 -0.718 -0.07
O -1.530 0.683 -0.235 -0.22
C 0.800 2.436 0.582 -0.15
C 0.808 1.230 1.476 -0.01
C 1.768 3.387 0.789 0.02
H 3.102 6.180 -0.554 0.10
H 3.772 5.140 0.724 0.10
H 2.492 6.291 1.092 0.12
H 0.881 5.734 -1.492 0.14
H -0.925 5.195 -2.698 0.09
H -2.180 4.374 -1.787 0.11
H -1.248 3.500 -3.011 0.10
H -2.006 2.191 -1.433 0.14
H 0.152 1.407 2.334 0.12
H 1.809 1.061 1.868 0.10
H 0.473 0.322 0.988 0.03
H 2.523 3.216 1.547 0.14
```

Computed properties:
- energy above the lowest of the compared OMol25 structures with the same formula, charge and spin (kcal/mol) = 0.0
- HOMO-LUMO gap (alpha / beta) (eV) = 5.3 / 5.2
- HOMO level (alpha / beta) (eV) = -14.331 / -14.297
- multiplicity = 2
- net charge = +2
- DFT total energy (Ha) = -2001.623406